No. 1
# C23H42Cl3GaN4O3Si

A molecular structure, C23H42Cl3GaN4O3Si at a distorted geometry (ωB97M-V/def2-TZVPD, the OMol25 dataset).

Structure (XYZ):
```
77
Properties=species:S:1:pos:R:3:forces:R:3
C 1.67139 5.15815 -5.83092 0.058 0.133 0.075
C 2.32691 4.50250 -7.01365 0.742 -0.276 -0.731
H 2.30922 5.98021 -5.48282 -0.273 -0.152 0.104
H 1.51230 4.44616 -5.01118 0.092 0.168 -0.214
H 0.69209 5.58696 -6.09553 0.230 -0.113 0.006
C 3.15465 5.14829 -7.85179 -0.796 -0.608 0.187
C 3.51001 6.58785 -7.73948 0.318 0.460 -0.073
H 3.56434 4.62764 -8.72067 -0.143 0.053 0.366
H 3.87194 6.85061 -6.73781 -0.157 0.008 -0.128
H 2.67108 7.25058 -7.99126 0.141 -0.103 0.110
H 4.31991 6.80062 -8.43824 -0.030 0.188 0.036
Ga -0.10763 0.96041 -1.40151 -0.300 0.307 0.618
Cl -1.56131 -0.28173 -0.21665 0.085 0.285 -0.372
Cl -0.85108 1.95477 -3.28771 -0.025 -0.561 0.368
C -0.16159 -1.48394 -3.02290 1.069 0.864 0.610
O 0.55170 -0.78232 -2.24178 -1.024 -1.330 -1.261
N 0.32966 -2.51981 -3.70109 -0.039 0.358 0.075
C 1.68554 -3.01834 -3.49826 0.171 0.080 0.028
C -0.36850 -3.04128 -4.86822 -0.354 -0.024 0.069
H -1.22126 -1.25024 -3.19044 0.224 0.020 -0.048
H 1.87137 -3.20766 -2.43519 -0.061 0.139 -0.235
H 2.44447 -2.31806 -3.88122 -0.265 -0.220 0.133
H 1.73259 -3.96101 -4.05587 0.265 0.244 0.248
H -1.43149 -2.81701 -4.75442 0.083 -0.113 -0.186
H -0.21870 -4.12481 -4.91166 -0.187 0.205 -0.020
H 0.00017 -2.59155 -5.80422 -0.037 -0.098 0.363
H 2.04208 3.71206 1.62302 0.362 -0.321 -0.125
H 2.83930 3.65508 -1.29513 0.254 -0.180 0.104
C 2.96737 3.10679 1.64157 0.058 -0.388 0.141
C 3.66238 3.15387 -0.76069 -0.299 -0.053 0.029
N 3.14275 2.37535 0.37554 -0.445 -0.385 -0.570
H 2.89650 2.36075 2.44880 0.050 0.455 -0.150
C 2.37390 1.28517 0.19814 -0.929 0.536 -0.365
O 1.89380 0.86474 -0.89525 1.049 0.629 1.296
H 4.22418 2.50520 -1.44900 -0.312 0.197 0.302
H 2.10345 0.78041 1.13707 -0.008 0.046 -0.160
H 3.82685 3.76862 1.79319 -0.146 -0.301 0.081
H 4.34089 3.91104 -0.34881 -0.171 -0.226 -0.188
O 2.59332 2.41354 -5.96901 0.150 -0.041 -0.267
C 2.06066 3.00251 -7.15717 -0.006 -0.083 0.384
C 3.95714 2.17874 -8.64207 -0.162 -0.179 -0.257
C 2.58388 2.36039 -8.43989 -0.180 0.144 0.443
H 4.65531 2.43144 -7.83642 -0.278 -0.066 -0.359
C 4.42059 1.70324 -9.87537 -0.369 0.224 0.201
H 0.96351 2.89257 -7.11707 0.151 -0.207 -0.152
C 1.66577 1.99666 -9.42946 0.495 0.198 0.114
H 5.49724 1.59412 -10.01851 -0.341 -0.027 -0.127
C 3.50800 1.44555 -10.91003 -0.103 0.174 0.300
C 2.12757 1.57108 -10.67386 0.323 0.073 -0.093
H 0.60177 2.09628 -9.20031 0.284 -0.013 -0.278
H 3.88445 1.19248 -11.90322 -0.207 -0.095 0.319
H 1.40646 1.38984 -11.47126 0.260 -0.099 0.152
Si 2.94594 0.89327 -5.38618 0.085 1.055 -0.069
Cl -0.18316 2.87360 -0.11721 0.110 -0.243 -0.091
C 4.78267 0.60745 -5.42831 0.156 -0.146 -0.255
C 2.04536 -0.39514 -6.38125 -0.116 -0.299 -0.099
C 2.46705 1.03599 -3.61188 -0.348 -0.098 -0.051
H 5.16523 0.57027 -6.45386 0.087 -0.071 0.170
H 5.00540 -0.34718 -4.92910 0.096 0.218 -0.100
H 5.28659 1.42104 -4.88945 -0.060 -0.210 -0.100
H 2.99223 1.85014 -3.08906 -0.053 -0.320 -0.412
H 2.59384 0.11258 -3.03406 0.015 0.308 -0.172
H 1.39795 1.30939 -3.61285 0.571 -0.188 0.089
H 2.29610 -0.30085 -7.44744 -0.033 -0.033 0.245
H 0.95469 -0.30243 -6.28076 0.214 -0.039 0.020
H 2.36156 -1.39422 -6.04947 -0.168 0.098 -0.120
C -2.72909 -1.24498 3.05201 -0.094 0.005 -0.677
N -1.36054 -1.26142 3.56136 -0.387 -0.001 0.354
C -1.11087 -0.95451 4.96093 0.296 0.190 0.185
C -0.34374 -1.47589 2.75289 1.779 -0.327 -1.254
N 0.58268 -1.67211 2.05757 -1.426 0.337 1.228
H -3.40364 -0.98466 3.87855 0.214 -0.092 -0.394
H -2.98768 -2.23316 2.64676 -0.081 0.183 0.218
H -2.82971 -0.52642 2.22009 -0.037 -0.155 0.487
H -0.40239 -1.66599 5.40528 -0.287 0.043 -0.100
H -0.67559 0.04783 5.08022 -0.195 -0.114 0.006
H -2.07227 -0.99679 5.48544 0.395 -0.028 -0.011
```
Forces are in eV/Å.

Summary:
Charge ... 0
Orbital gap ... 0.33980 hartree
Relative energy (zero: lowest compared OMol25 entry of this formula, charge and spin) ... 0.0 kcal/mol

No. 2
# C6H13NO

A single C6H13NO molecule at a distorted geometry (ωB97M-V/def2-TZVPD, the OMol25 dataset).

Structure (XYZ):
```
21
Properties=species:S:1:pos:R:3:forces:R:3
C -0.31657 0.58001 -2.56327 0.060 -0.074 -1.967
N 0.75683 1.16861 -1.79373 -0.473 -1.041 0.602
C 1.38211 0.50560 -0.75684 -0.435 1.155 -0.727
O 2.40146 0.96496 -0.27715 0.146 -0.268 0.039
C 0.67742 -0.66302 -0.14554 0.506 -0.469 2.406
C -0.03917 -0.18605 1.19401 -0.605 1.889 -1.737
C -1.53230 0.04522 0.91197 -0.317 -0.843 -0.024
C 0.23776 -0.92521 2.47450 0.025 0.672 0.391
H -1.17164 0.16530 -2.03506 0.278 0.255 0.444
H -0.70550 1.31389 -3.28014 -0.048 0.206 0.494
H 0.03194 -0.20086 -3.26518 0.095 -0.091 0.493
H 1.30222 1.89411 -2.22172 0.080 0.142 -0.010
H 0.07254 -1.30965 -0.75590 -0.250 -0.034 -0.384
H 1.48780 -1.22419 0.29925 0.401 -0.596 -0.471
H 0.35749 0.83180 1.25095 0.184 -0.071 0.719
H -2.03561 -0.92560 0.86423 -0.087 -0.066 -0.146
H -2.10604 0.61712 1.64703 0.471 0.100 0.147
H -1.66856 0.52335 -0.05810 0.004 0.100 0.097
H -0.23323 -0.34971 3.28056 -0.164 -0.194 -0.056
H -0.19502 -1.91740 2.48232 0.142 -0.366 0.009
H 1.29608 -0.90828 2.74784 -0.012 -0.408 -0.319
```
Forces are in eV/Å.

Summary:
Charge ... 0
Orbital gap ... 0.38443 hartree
Relative energy (zero: lowest compared OMol25 entry of this formula, charge and spin) ... 17.6 kcal/mol
Structure (SMILES) ... CNC(=O)CC(C)C

No. 3
# C11H17P

A single C11H17P molecule at a distorted geometry (ωB97M-V/def2-TZVPD, the OMol25 dataset).

Structure (XYZ):
```
29
Properties=species:S:1:pos:R:3:forces:R:3
C -1.48139 -0.69012 -0.34636 -1.559 1.947 -1.289
C 0.53486 0.22801 -1.17792 -0.561 0.613 -2.200
C -1.00152 -1.47430 0.59311 -0.482 -1.410 0.794
C 1.38592 -0.56498 -0.63909 -0.198 -0.079 4.041
C -0.74872 0.63544 -0.44477 0.129 -1.438 1.940
C -0.35552 0.93704 1.02463 0.379 2.208 0.421
C 0.63226 0.77146 -2.61037 1.617 0.776 2.355
C -1.40802 -2.90277 0.80250 -2.941 2.788 -1.608
C 2.67023 -1.24652 -0.77562 -0.693 -0.974 -2.826
C -1.51779 1.57720 1.88477 -1.755 -1.137 -2.858
C 0.80170 2.04012 1.07192 -0.721 -3.723 -1.304
P 0.29184 -0.72529 1.61008 0.570 0.652 -2.840
H -2.31165 -0.83711 -1.08177 0.860 -0.533 0.745
H -1.33283 1.46492 -0.82722 0.150 0.043 -0.624
H 0.22317 1.76770 -2.40923 0.129 0.092 -1.200
H 0.08680 0.18884 -3.31343 -0.468 -0.268 -0.658
H 1.72807 0.83339 -2.82056 -0.986 0.035 -0.458
H -0.76964 -3.35385 1.40708 3.305 -2.597 2.035
H -1.66582 -3.36491 -0.12594 0.273 -0.697 -0.487
H -2.30244 -2.91777 1.39877 -0.828 0.103 0.253
H 3.35343 -0.72153 -1.47445 -0.369 -0.204 0.005
H 2.36938 -2.24721 -1.26244 1.072 1.083 0.904
H 3.22650 -1.36066 0.11478 0.215 -0.390 1.069
H -1.07104 2.35816 2.38459 0.684 1.407 1.898
H -2.04704 0.85880 2.48916 0.033 -0.112 0.554
H -2.36903 2.11420 1.30190 1.501 -1.062 0.298
H 0.44112 2.92475 0.63440 -0.199 1.218 -0.902
H 1.58512 1.48086 0.52379 0.174 1.411 0.336
H 1.05206 2.22612 2.06768 0.669 0.249 1.607
```
Forces are in eV/Å.

Summary:
Charge ... 0
Orbital gap ... 0.30611 hartree
Relative energy (zero: lowest compared OMol25 entry of this formula, charge and spin) ... 67.9 kcal/mol

No. 4
# C7H16IN4O

2 unconnected molecules or ions with the total composition C7H16IN4O (ωB97M-V/def2-TZVPD, the OMol25 dataset).

Structure (XYZ):
```
29
Properties=species:S:1:pos:R:3:forces:R:3
N 3.38314 1.86886 -1.08442 0.022 -0.151 0.037
C 2.11331 2.19139 -0.44633 -0.044 0.052 -0.027
C 1.03351 1.18975 -0.88492 -0.016 0.006 -0.055
C -0.21933 1.87344 -1.43504 0.079 0.063 0.088
C -0.93536 2.68739 -0.34148 -0.090 -0.004 -0.060
N -1.89458 1.68959 0.19642 0.025 -0.028 -0.072
C -2.09215 0.69468 -0.59457 0.227 0.145 0.062
I -3.33474 -0.85164 -0.13832 -0.168 0.006 -0.029
C -1.28754 0.84629 -1.84524 -0.162 -0.147 0.079
H 3.59092 0.88124 -0.98803 0.014 0.024 0.052
H 4.15077 2.36582 -0.64922 -0.024 0.079 -0.070
H 1.82334 3.19490 -0.78089 0.048 -0.011 0.058
H 2.17024 2.22834 0.64933 -0.023 -0.035 -0.030
H 0.75909 0.52381 -0.05818 0.030 0.004 -0.030
H 1.44755 0.55689 -1.67450 -0.027 0.039 0.007
H 0.05064 2.51208 -2.27558 -0.016 0.008 0.041
H -1.51018 3.53075 -0.72937 0.028 -0.022 0.015
H -0.28350 3.03592 0.45723 -0.006 -0.041 -0.012
H -2.36564 1.79238 1.08853 0.024 -0.006 -0.002
H -1.97355 1.22045 -2.61568 0.049 -0.020 -0.004
H -0.89451 -0.11043 -2.19021 0.014 0.056 0.006
C -0.31132 -3.79352 2.20933 -0.059 -0.040 -0.087
O 0.03545 -2.68398 2.58066 0.031 0.051 0.012
N 0.20965 -4.94505 2.70647 0.049 0.019 0.031
N -1.27288 -3.93104 1.23682 0.186 0.115 0.210
H -0.07817 -5.85714 2.40707 -0.013 0.004 0.004
H 0.91100 -4.86230 3.41939 -0.008 -0.011 -0.001
H -1.62182 -3.04920 0.91800 -0.163 -0.157 -0.221
H -1.60332 -4.79967 0.86271 -0.006 0.006 -0.002
```
Forces are in eV/Å.

Summary:
Charge ... +1
Orbital gap ... 0.28801 hartree

No. 5
# C5H5PS

A single C5H5PS molecule at a distorted geometry (ωB97M-V/def2-TZVPD, the OMol25 dataset).

Structure (XYZ):
```
12
Properties=species:S:1:pos:R:3:forces:R:3
H -1.84748 0.05327 2.75269 -0.733 0.265 0.206
P -0.88160 -0.52044 1.94020 0.363 0.105 -0.590
C -0.95779 0.56833 0.65549 -1.513 2.302 0.060
C 0.00245 0.67696 -0.40855 0.054 -0.601 -2.137
C 0.95476 -0.27367 -0.70687 0.507 1.124 -0.205
C 1.46941 -1.38260 0.01824 2.439 -1.407 0.433
C 1.34985 -1.95704 1.22072 -0.043 -1.094 0.751
S 1.47451 -2.93573 2.46513 0.217 0.842 -1.305
H -1.81178 1.38286 0.62564 1.894 -1.637 0.167
H -0.11407 1.47406 -1.23033 0.019 -1.175 1.634
H 1.61963 -0.14906 -1.58013 -0.890 0.435 0.259
H 2.49760 -1.82488 -0.40753 -2.313 0.840 0.726
```
Forces are in eV/Å.

Summary:
Charge ... 0
Orbital gap ... 0.25997 hartree
Relative energy (zero: lowest compared OMol25 entry of this formula, charge and spin) ... 48.6 kcal/mol
Structure (SMILES) ... [H]/P=C/C=C\C=C=S

no.,E_LUMO (eV),E_HOMO (eV)
1,0.54,-8.706
2,0.89,-9.575
3,0.60,-7.727
4,-4.29,-12.132
5,-0.70,-7.779